No. 1
21
Properties=species:S:1:pos:R:3 method="wB97M-V/def2-TZVPD" largest_force_ha_per_bohr=0.0762 homo_lumo_gap_ev=7.67 total_energy_ev=-18438.73378 e_homo_ev=-8.435
C 1.17115 1.77502 -2.25714
H -1.67601 -2.87102 2.88980
H -3.25166 -0.89685 2.01648
N -1.80440 0.17324 1.28186
C 0.10224 0.93327 -2.44888
C 0.73272 0.13662 0.37944
H -1.07912 0.98999 -0.72162
F 2.98079 2.58071 -1.01308
H -1.28891 -0.43568 -1.74198
C 0.36849 -0.95625 1.29909
C 1.87895 1.77197 -1.09530
H 2.84385 0.58552 0.23442
C 0.04124 -2.05167 2.01280
H 1.27974 2.54998 -3.08289
C -0.51644 0.02763 1.01080
C -1.35900 -2.07020 2.26780
C -2.16790 -0.95977 1.84785
C -0.61356 0.38740 -1.45721
F 0.00024 0.38092 -3.73725
H 0.52647 -2.88740 2.33681
C 1.83112 0.83659 -0.02178

---

No. 2
27
Properties=species:S:1:pos:R:3 method="wB97M-V/def2-TZVPD" largest_force_ha_per_bohr=0.1240 homo_lumo_gap_ev="5.09 / 5.11" total_energy_ev=-28031.49443 charge=+3 e_homo_ev="-18.517 / -18.517"
H -1.14944 1.48745 3.57357
H -0.14793 -1.39792 0.48285
C 2.04758 1.73561 -2.29818
O 0.27530 2.95814 -4.90573
C -0.82183 1.22450 2.57215
C -0.23335 1.91303 0.32824
O 3.11437 2.18562 -2.37473
N -1.27019 -1.04109 4.32276
H -1.39082 -1.82590 4.94151
C 1.46672 -0.62348 -3.95111
C 1.67649 -0.94137 -1.46594
O 2.52447 -1.57752 -0.98990
H -0.63334 3.26489 1.90359
Zr 0.21523 0.51445 -2.38467
C -0.56517 2.22027 1.64678
C -0.97439 -1.30191 3.01053
H -0.76066 -2.25771 -1.89062
O 2.32067 -1.07410 -4.59096
N -0.14818 0.62724 -0.06677
C -0.30792 -0.37613 0.84045
O -1.44653 -4.49665 -1.83322
C 0.18577 2.16273 -4.06889
H -0.03663 2.69296 -0.42008
H -1.05992 -0.15683 4.75420
C -1.21089 -3.36812 -1.85153
C -0.68083 -0.10920 2.16509
O -0.98858 -2.43894 2.55060